(1)
DFT (ωB97M-V/def2-TZVPD) results for C35H22BrCl5N4O5RuS as an isolated structure.

Results
Spin multiplicity: 6
Net charge: -1
HOMO-LUMO gap (spin up / spin down) in eV: 4.7 / 6.1

Last column: natural (NBO) charge in e.
Positions of all 74 atoms, in Å:
Ru1 -0.13111 -0.50415 -0.36680  1.31
C1 -0.41532 0.94015 -4.72245  -0.23
O1 0.68272 0.21440 -5.23573  -0.52
C2 1.55201 -0.48614 -4.43074  0.22
C3 2.51653 -1.17528 -5.14330  -0.27
C4 3.51622 -1.91114 -4.48400  -0.24
C5 3.55317 -1.93783 -3.12480  -0.20
C6 2.57660 -1.23483 -2.33730  -0.15
C7 2.74707 -1.24984 -0.97239  -0.02
N1 1.85970 -0.67423 -0.02381  -0.24
N2 2.38897 -0.50079 1.15469  -0.30
C8 1.49455 -0.08085 2.06588  0.54
O2 0.26013 0.06073 1.81953  -0.68
C9 2.00131 0.14275 3.43864  -0.04
C10 1.09019 0.39308 4.46198  -0.20
C11 1.53265 0.59052 5.76136  -0.23
C12 2.88946 0.54390 6.04989  -0.21
C13 3.80280 0.29970 5.03054  -0.23
C14 3.36432 0.09982 3.73225  -0.19
C15 1.51026 -0.51737 -3.01721  0.31
O3 0.57305 0.09990 -2.34090  -0.76
H1 -0.90586 1.36299 -5.60014  0.17
H2 -0.09461 1.74681 -4.06012  0.18
H3 -1.11601 0.30109 -4.18770  0.18
H4 2.47437 -1.12899 -6.22355  0.21
H5 4.25627 -2.44855 -5.06395  0.20
H6 4.32468 -2.48820 -2.59998  0.20
H7 3.60218 -1.74094 -0.52662  0.19
H8 0.03703 0.43023 4.21628  0.23
H9 0.81652 0.78249 6.55097  0.20
H10 3.23587 0.69901 7.06435  0.20
H11 4.86295 0.26720 5.24976  0.20
H12 4.06359 -0.09002 2.93003  0.24
N3 -2.42910 1.16932 -2.05675  -0.79
C16 -2.95204 0.52049 -1.00455  0.34
N4 -2.26738 -0.24743 -0.19870  -0.57
C17 -3.08217 -0.82074 0.77809  0.22
C18 -2.64990 -1.63678 1.81688  -0.23
C19 -3.58980 -2.12761 2.70508  -0.19
C20 -4.94297 -1.80932 2.57866  -0.23
C21 -5.37793 -0.97878 1.56029  -0.22
C22 -4.43312 -0.48974 0.67017  -0.23
S1 -4.66649 0.58601 -0.68134  0.35
H13 -1.42209 1.32982 -2.00775  0.46
H14 -2.96724 1.92541 -2.44503  0.40
H15 -1.59745 -1.85432 1.93344  0.25
H16 -3.26298 -2.76525 3.51623  0.22
H17 -5.65871 -2.20629 3.28646  0.21
H18 -6.42321 -0.71617 1.46310  0.22
Br1 -1.34124 8.32518 0.40167  0.02
C23 -0.73577 6.52644 0.25306  -0.08
C24 -1.63259 5.49339 0.46443  -0.26
C25 -1.18545 4.18543 0.34028  -0.19
C26 0.14178 3.91475 0.03037  -0.06
C27 1.02437 4.96981 -0.15937  -0.18
C28 0.59081 6.28380 -0.06129  -0.26
C29 0.64345 2.48637 -0.08738  0.77
O4 1.83176 2.25967 0.05219  -0.65
O5 -0.30512 1.64794 -0.33569  -0.80
H19 -2.66101 5.70861 0.72068  0.22
H20 -1.86359 3.35492 0.48918  0.23
H21 2.05982 4.74260 -0.37772  0.24
H22 1.27220 7.10825 -0.22043  0.22
Cl1 0.98148 -3.10929 1.87697  0.02
C30 0.20820 -3.59465 0.40082  0.04
C31 -0.31391 -2.62745 -0.45862  -0.32
C32 -0.98921 -3.14211 -1.57238  -0.06
Cl2 -1.82451 -2.05563 -2.64467  0.02
C33 -1.07603 -4.50101 -1.86656  -0.10
Cl3 -1.89924 -5.05814 -3.27588  0.04
C34 -0.49665 -5.42083 -1.00156  -0.07
Cl4 -0.57969 -7.10895 -1.34312  0.04
C35 0.13273 -4.96441 0.14966  -0.13
Cl5 0.81782 -6.10885 1.24642  0.03

(2)
DFT (ωB97M-V/def2-TZVPD) results for C48H47AuO2Sb3 as an isolated structure.

Results
Net charge: +3
Energy above the lowest of the compared OMol25 structures with the same formula, charge and spin in kcal/mol: 0.0
HOMO-LUMO gap in eV: 6.2

Last column: Mulliken charge in e.
Positions of all 101 atoms, in Å:
Au1 -0.47058 1.09483 0.34009  0.24
C1 1.86424 3.20530 2.69028  -1.19
C2 0.94602 3.04616 3.90050  -0.39
C3 -0.53542 3.25005 3.60184  -1.23
Sb1 -1.51555 1.62685 2.64941  1.11
C4 -1.40456 0.02182 3.97409  0.83
C5 -0.88089 -1.19816 3.55565  -0.31
C6 -0.79751 -2.24753 4.45930  -0.88
C7 -1.22853 -2.07354 5.76777  -0.75
C8 -1.74615 -0.85267 6.18235  -0.76
C9 -1.83445 0.20348 5.28772  -0.69
C10 -3.49200 2.27844 2.46874  0.90
C11 -4.51219 1.59125 3.11868  -0.40
C12 -5.82086 2.03666 2.98205  -0.83
C13 -6.10010 3.15031 2.20155  -0.57
C14 -5.07587 3.83463 1.55796  -0.70
C15 -3.76498 3.40014 1.68799  -0.58
Sb2 1.90035 1.60636 1.28652  1.26
C16 2.34671 -0.18142 2.25887  0.97
C17 2.13142 -1.38804 1.59225  -0.73
C18 2.42104 -2.57644 2.24394  -0.80
C19 2.92008 -2.55671 3.54187  -0.80
C20 3.13745 -1.35166 4.19525  -0.84
C21 2.84669 -0.15367 3.55772  -0.86
C22 3.20979 2.03105 -0.26353  1.00
C23 3.16009 3.26787 -0.90260  -0.77
C24 4.08559 3.54157 -1.89534  -0.73
C25 5.03751 2.58763 -2.23919  -0.61
C26 5.07415 1.35708 -1.59655  -0.71
C27 4.15242 1.06475 -0.60211  -0.41
H1 2.91341 3.26099 2.99431  0.58
H2 1.64912 4.11649 2.12984  0.65
H3 1.24996 3.80488 4.62587  0.56
H4 1.10813 2.08466 4.39459  0.12
H5 -0.71672 4.14401 3.00195  0.65
H6 -1.09529 3.37689 4.53083  0.63
H7 -0.54293 -1.33952 2.53451  0.37
H8 -0.39631 -3.20128 4.14268  0.53
H9 -1.16413 -2.89386 6.46987  0.45
H10 -2.08413 -0.72259 7.20141  0.46
H11 -2.24703 1.14953 5.62112  0.48
H12 -4.30043 0.72588 3.73526  0.52
H13 -6.62098 1.51675 3.49156  0.47
H14 -7.12102 3.49292 2.10068  0.45
H15 -5.29778 4.70895 0.96101  0.47
H16 -2.97129 3.94484 1.18640  0.37
H17 1.75907 -1.39782 0.57400  0.73
H18 2.26784 -3.52105 1.73796  0.52
H19 3.15105 -3.48678 4.04390  0.48
H20 3.53857 -1.34128 5.19958  0.49
H21 3.03095 0.77990 4.07555  0.51
H22 2.42197 4.01558 -0.63780  0.37
H23 4.07143 4.50039 -2.39516  0.47
H24 5.76458 2.81237 -3.00818  0.46
H25 5.82970 0.62877 -1.85915  0.47
H26 4.18783 0.10961 -0.09205  0.43
O1 1.25603 -0.29984 -1.53798  -0.35
O2 0.59572 0.99081 -1.43101  -1.15
C28 2.92511 -2.91749 -2.11428  -0.82
C29 1.75449 -3.73315 -2.59294  0.60
C30 1.92569 -5.10260 -2.80046  -0.65
C31 0.89279 -5.90560 -3.25181  -0.75
C32 -0.35959 -5.36334 -3.51846  -0.82
C33 -0.56272 -4.01080 -3.32232  -0.50
C34 0.48844 -3.21241 -2.85690  0.68
Sb3 -0.01957 -1.19471 -2.72260  2.70
C35 -1.65484 -1.02144 -1.40096  1.69
C36 -1.86922 -2.12072 -0.58135  -1.05
C37 -2.80348 -2.06783 0.45475  -1.29
C38 -3.48451 -0.89346 0.69672  -0.41
C39 -3.26181 0.22317 -0.11132  0.01
C40 -2.37382 0.18890 -1.19797  -1.15
C41 -2.39471 1.33506 -2.18162  -1.44
C42 -0.24204 -0.21408 -4.53941  1.10
C43 -1.52027 -0.21706 -5.09344  -0.88
C44 -1.71030 0.32891 -6.35169  -0.90
C45 -0.62587 0.87112 -7.02677  -0.74
C46 0.64209 0.86020 -6.46161  -0.81
C47 0.86987 0.30750 -5.20619  0.40
C48 2.24754 0.27526 -4.60515  -1.31
H27 3.79108 -3.09294 -2.75327  0.52
H28 3.21140 -3.21274 -1.10267  0.41
H29 2.73199 -1.84374 -2.10665  -0.55
H30 2.89874 -5.54006 -2.61283  0.51
H31 1.06605 -6.96187 -3.40753  0.45
H32 -1.16386 -5.98659 -3.88372  0.48
H33 -1.53795 -3.58584 -3.54125  0.40
H34 -1.31966 -3.04078 -0.74708  0.51
H35 -2.98478 -2.94464 1.06203  0.52
H36 -4.21364 -0.83760 1.49458  0.54
H37 -3.84630 1.12144 0.04940  0.69
H38 -2.72755 2.25218 -1.69482  0.39
H39 -3.11545 1.11790 -2.97228  0.44
H40 -1.42904 1.51623 -2.64876  0.23
H41 -2.36436 -0.64489 -4.56229  0.54
H42 -2.69312 0.32744 -6.80197  0.48
H43 -0.76631 1.30086 -8.00939  0.43
H44 1.47550 1.27982 -7.01039  0.47
H45 2.98569 0.65306 -5.30927  0.58
H46 2.54434 -0.74887 -4.35414  0.23
H47 2.30273 0.87966 -3.69651  0.11

Number 1: E_tot -7310.2861 a.u.. Number 2: E_tot -2863.1165 a.u..